Density functional theory data (wB97M-V/def2-TZVPD) for a molecular structure, H8O12S2Zn.

Calculated values
Relative energy (zero: lowest compared OMol25 entry of this formula, charge and spin) in kcal/mol: 90.12
HOMO level in eV: -0.5

ORCA input file:
```
! RIJCOSX wB97M-V def2-TZVPD def2/J DEFGRID3
* xyz -2 1
Zn -0.3544 -0.2333 0.3359
S 2.5759 -1.3264 -0.9111
O 2.8957 -2.5179 -0.1291
O 2.4428 -1.6274 -2.3352
O 1.3231 -0.7232 -0.4167
O 3.7004 -0.3836 -0.7606
S -0.7641 2.3914 -1.7369
O -2.1787 2.6511 -1.9822
O -0.1139 3.6039 -1.2070
O -0.6020 1.3691 -0.6577
O -0.0763 1.9572 -2.9500
O 0.8838 0.9720 1.5840
H 1.8239 0.7559 1.6147
H 0.8301 1.9009 1.8252
O -1.6161 -1.2918 -0.9313
H -1.2237 -2.1357 -1.1837
H -2.4195 -1.2225 -1.4530
O -2.0143 0.4429 1.4257
H -2.5359 -0.1082 2.0168
H -2.1658 1.3441 1.7267
O -0.1320 -1.7593 1.6955
H 0.5751 -1.7971 2.3470
H -0.8541 -2.2621 2.0831
*
```

Results of the Löwdin charge analysis, in e, for atoms 1 through 5: 0.548, 0.171, -0.457, -0.418, -0.416

Density functional theory data (wB97M-V/def2-TZVPD) for a molecular structure, H8O20S4Zn.

Calculated values
Relative energy (zero: lowest compared OMol25 entry of this formula, charge and spin) in kcal/mol: 71.61
HOMO level in eV: 8.2

ORCA input file:
```
! RIJCOSX wB97M-V def2-TZVPD def2/J DEFGRID3
* xyz -6 1
Zn 5.3742 -5.5781 9.1946
S 7.6218 -6.6862 12.9724
O 8.2408 -8.0200 13.0108
O 6.6121 -6.5535 14.0106
O 8.7259 -5.7135 13.2126
O 6.9899 -6.4777 11.6777
S 1.9696 -5.1579 11.8922
O 1.2943 -3.9723 12.3299
O 2.5200 -5.8922 13.0005
O 0.9801 -5.9887 11.1865
O 3.0620 -4.7621 10.9628
S 7.2727 -1.6213 10.3817
O 7.8976 -0.8166 9.3481
O 8.3185 -1.8981 11.3141
O 6.2454 -0.8929 11.0904
O 6.7168 -2.8137 9.8322
S 2.9113 -8.6842 7.3431
O 3.8708 -8.0128 8.1781
O 2.9032 -8.0636 6.0029
O 3.2959 -10.0914 7.1594
O 1.6544 -8.6025 8.0800
O 4.0740 -4.6702 6.4645
H 4.0563 -3.8433 5.9828
H 3.4770 -5.2420 5.9818
O 7.8072 -3.3582 6.1199
H 7.6483 -4.0436 5.4709
H 7.5531 -3.7537 6.9537
O 7.7358 -6.7380 7.8653
H 8.2463 -7.1104 8.5842
H 7.7860 -7.3942 7.1702
O 5.3126 -10.1398 11.1702
H 4.5318 -10.5345 11.5584
H 4.9854 -9.3731 10.6998
*
```

Results of the Löwdin charge analysis, in e, for atoms 1 through 5: 1.204, 0.084, -0.509, -0.433, -0.483

Density functional theory data (wB97M-V/def2-TZVPD) for 4 unconnected molecules or ions with the total composition H8O4.

Calculated values
Relative energy (zero: lowest compared OMol25 entry of this formula, charge and spin) in kcal/mol: 13.79
Structure (SMILES): O.O.O.O
HOMO level in eV: -10.5

ORCA input file:
```
! RIJCOSX wB97M-V def2-TZVPD def2/J DEFGRID3
* xyz 0 1
O -1.8004 1.7950 -1.7869
H -1.9723 2.6687 -2.1484
H -1.7384 1.2476 -2.5787
O 0.0182 1.4580 0.3868
H 0.5954 1.2350 -0.3487
H -0.8354 1.5536 -0.0596
O 1.3683 -2.7841 -0.1184
H 0.8828 -2.1743 0.4702
H 1.9174 -3.2951 0.4752
O 0.4405 -0.8897 1.7481
H 0.2345 -0.0039 1.4192
H 0.8895 -0.8107 2.5413
*
```

Results of the Löwdin charge analysis, in e, for atoms 1 through 5: -0.040, 0.054, 0.059, -0.052, 0.057

Density functional theory data (wB97M-V/def2-TZVPD) for 4 unconnected molecules or ions with the total composition H8O4.

Calculated values
Relative energy (zero: lowest compared OMol25 entry of this formula, charge and spin) in kcal/mol: 16.87
Structure (SMILES): O.O.O.O
HOMO level in eV: -11.0

ORCA input file:
```
! RIJCOSX wB97M-V def2-TZVPD def2/J DEFGRID3
* xyz 0 1
O -0.7309 -1.0980 -0.9746
H -0.9559 -1.8440 -1.5086
H -0.0579 -1.2730 -0.3396
O 1.3901 -1.4370 0.9274
H 1.3821 -0.4720 0.8564
H 2.0621 -1.7450 0.2784
O -2.2829 1.1960 -0.1526
H -2.5039 1.3770 0.7644
H -1.7409 0.4290 -0.1596
O 1.2541 1.2690 0.0854
H 1.5531 1.9580 -0.4866
H 0.6311 1.6400 0.7094
*
```

Results of the Löwdin charge analysis, in e, for atoms 1 through 5: -0.029, 0.040, -0.027, -0.071, -0.003

Density functional theory data (wB97M-V/def2-TZVPD) for 4 unconnected molecules or ions with the total composition H8O4.

Calculated values
Relative energy (zero: lowest compared OMol25 entry of this formula, charge and spin) in kcal/mol: 22.80
Structure (SMILES): O.O.O.O
HOMO level in eV: -11.4

ORCA input file:
```
! RIJCOSX wB97M-V def2-TZVPD def2/J DEFGRID3
* xyz 0 1
O -0.7841 -1.3403 0.4772
H -1.1906 -0.6928 1.0063
H -1.4462 -1.8712 0.1175
O -0.4022 1.8855 -0.8574
H 0.5072 1.8085 -0.6507
H -0.7372 1.0871 -1.3298
O 1.2501 -1.8198 -1.6373
H 0.6383 -1.6112 -0.9423
H 1.2106 -2.7942 -1.7245
O 0.2824 1.9744 2.1980
H -0.2607 2.0418 1.4297
H 0.9324 1.3322 1.9133
*
```

Results of the Löwdin charge analysis, in e, for atoms 1 through 5: 0.004, 0.026, 0.024, -0.047, 0.013

Density functional theory data (wB97M-V/def2-TZVPD) for 4 unconnected molecules or ions with the total composition H8O4.

Calculated values
Relative energy (zero: lowest compared OMol25 entry of this formula, charge and spin) in kcal/mol: 13.73
Structure (SMILES): O.O.O.O
HOMO level in eV: -11.2

ORCA input file:
```
! RIJCOSX wB97M-V def2-TZVPD def2/J DEFGRID3
* xyz 0 1
O 0.2938 -1.1467 1.0171
H 0.8080 -0.6890 0.3050
H 0.9228 -1.8734 1.2355
O -0.4005 1.6086 0.7296
H -0.2116 1.0964 1.5097
H -1.1345 1.1619 0.3539
O 1.1600 0.2160 -1.0479
H 0.6450 0.9321 -0.6303
H 2.0652 0.5940 -1.2977
O -1.6504 -0.4279 -0.8324
H -0.8749 -0.4933 -1.3086
H -1.6229 -0.9786 -0.0340
*
```

Results of the Löwdin charge analysis, in e, for atoms 1 through 5: -0.103, -0.010, 0.068, -0.032, 0.041

Density functional theory data (wB97M-V/def2-TZVPD) for 4 unconnected molecules or ions with the total composition H8O4.

Calculated values
Relative energy (zero: lowest compared OMol25 entry of this formula, charge and spin) in kcal/mol: 25.59
Structure (SMILES): O.O.O.O
HOMO level in eV: -11.4

ORCA input file:
```
! RIJCOSX wB97M-V def2-TZVPD def2/J DEFGRID3
* xyz 0 1
O 0.5535 -0.5194 -1.7557
H 0.3774 -0.2601 -0.8513
H 0.9310 -1.3961 -1.6849
O -2.2684 1.6321 -4.7686
H -1.5860 1.1811 -4.2716
H -2.4067 1.0822 -5.5399
O -1.3228 0.2331 2.8680
H -2.0885 -0.3124 2.6883
H -1.6298 1.1296 2.7332
O 3.4355 -0.8722 3.2695
H 3.5074 -0.9555 4.2204
H 2.4974 -0.9423 3.0927
*
```

Results of the Löwdin charge analysis, in e, for atoms 1 through 5: -0.053, 0.025, 0.029, -0.054, 0.025

Density functional theory data (wB97M-V/def2-TZVPD) for 4 unconnected molecules or ions with the total composition H8O4.

Calculated values
Relative energy (zero: lowest compared OMol25 entry of this formula, charge and spin) in kcal/mol: 12.65
Structure (SMILES): O.O.O.O
HOMO level in eV: -10.8

ORCA input file:
```
! RIJCOSX wB97M-V def2-TZVPD def2/J DEFGRID3
* xyz 0 1
O -0.6557 0.3410 0.1663
H -0.4445 1.1626 0.6372
H -1.0127 -0.2545 0.8359
O 0.0965 2.9813 1.7164
H -0.6278 3.5419 1.4101
H -0.0993 2.8080 2.6455
O -0.5918 -2.9532 -0.7888
H -0.1215 -3.7721 -0.9738
H -0.0701 -2.2603 -1.2303
O 1.0513 -0.6686 -1.8220
H 1.9026 -0.8413 -1.4053
H 0.5730 -0.0847 -1.1912
*
```

Results of the Löwdin charge analysis, in e, for atoms 1 through 5: -0.050, 0.016, 0.060, -0.050, 0.052

Density functional theory data (wB97M-V/def2-TZVPD) for 4 unconnected molecules or ions with the total composition H8O4.

Calculated values
Relative energy (zero: lowest compared OMol25 entry of this formula, charge and spin) in kcal/mol: 25.69
Structure (SMILES): O.O.O.O
HOMO level in eV: -10.7

ORCA input file:
```
! RIJCOSX wB97M-V def2-TZVPD def2/J DEFGRID3
* xyz 0 1
O 1.5899 -0.6811 -1.0190
H 2.2196 0.0321 -0.9811
H 1.8733 -1.3241 -0.3456
O 0.1888 2.0458 -0.9001
H 0.3409 1.6361 0.0197
H 0.9493 1.9167 -1.4037
O -1.5544 -0.8569 2.3006
H -1.8303 0.0973 2.3230
H -1.3757 -1.0551 1.3703
O -1.0304 -0.9016 -0.3853
H -0.0942 -0.9334 -0.5717
H -1.2768 0.0241 -0.4072
*
```

Results of the Löwdin charge analysis, in e, for atoms 1 through 5: -0.037, 0.047, 0.083, -0.050, 0.087

Density functional theory data (wB97M-V/def2-TZVPD) for 4 unconnected molecules or ions with the total composition H8O4.

Calculated values
Relative energy (zero: lowest compared OMol25 entry of this formula, charge and spin) in kcal/mol: 17.91
Structure (SMILES): O.O.O.O
HOMO level in eV: -10.7

ORCA input file:
```
! RIJCOSX wB97M-V def2-TZVPD def2/J DEFGRID3
* xyz 0 1
O 0.6605 15.8189 -39.2155
H -0.2826 15.9062 -39.0505
H 1.0660 15.8636 -38.3361
O 1.4203 16.4666 -36.3420
H 0.7453 16.8939 -35.8067
H 2.0732 17.1822 -36.5472
O 3.2079 13.8595 -36.7689
H 3.5030 13.3900 -35.9824
H 2.4295 14.3553 -36.4810
O 2.9665 18.3857 -37.3554
H 3.8449 18.0332 -37.1550
H 3.1094 19.3261 -37.5090
*
```

Results of the Löwdin charge analysis, in e, for atoms 1 through 5: -0.070, 0.027, -0.008, -0.075, 0.050

Density functional theory data (wB97M-V/def2-TZVPD) for 2 unconnected molecules or ions with the total composition H8Si4.

Calculated values
Relative energy (zero: lowest compared OMol25 entry of this formula, charge and spin) in kcal/mol: 41.21
HOMO level in eV: -7.9

ORCA input file:
```
! RIJCOSX wB97M-V def2-TZVPD def2/J DEFGRID3
* xyz 0 1
Si -1.4429 1.2324 1.1527
Si -0.6233 2.1586 -0.8530
Si -0.6367 -0.1408 -0.5017
Si 1.7439 -2.5137 -0.1200
H -0.1109 1.3800 1.7886
H -2.4311 1.6394 2.4056
H -1.1744 2.9065 -1.9668
H 0.8047 2.6268 -0.9104
H -1.9360 -0.5530 -1.1836
H 2.9685 -1.9556 0.2913
H 1.8360 -3.6307 -1.0899
H 1.0022 -3.1500 0.9872
*
```

Results of the Löwdin charge analysis, in e, for atoms 1 through 5: 0.182, 0.228, 0.154, 0.589, -0.146

Density functional theory data (wB97M-V/def2-TZVPD) for 4 unconnected molecules or ions with the total composition H9O4.

Calculated values
Relative energy (zero: lowest compared OMol25 entry of this formula, charge and spin) in kcal/mol: 4.75
HOMO level in eV: -16.6

ORCA input file:
```
! RIJCOSX wB97M-V def2-TZVPD def2/J DEFGRID3
* xyz 1 1
O -1.5101 0.7027 -1.6745
H -1.3435 0.6849 -2.6238
H -2.3624 1.0758 -1.5167
O -0.6706 -2.2448 0.8919
H -0.3328 -2.6787 1.6740
H -1.5727 -2.5786 0.7880
O 2.0607 1.4752 0.7317
H 2.9472 1.3061 0.4009
H 2.1847 2.2537 1.2777
O 0.1488 0.0435 0.0342
H -0.1805 -0.7719 0.5218
H 0.9474 0.5150 0.3842
H -0.4686 0.3018 -0.6996
*
```

Results of the Löwdin charge analysis, in e, for atoms 1 through 5: 0.037, 0.106, 0.085, 0.004, 0.084

Density functional theory data (wB97M-V/def2-TZVPD) for 5 unconnected molecules or ions with the total composition H9O5.

Calculated values
Relative energy (zero: lowest compared OMol25 entry of this formula, charge and spin) in kcal/mol: 2.20
HOMO level in eV: -5.3

ORCA input file:
```
! RIJCOSX wB97M-V def2-TZVPD def2/J DEFGRID3
* xyz -1 1
O 2.4702 0.3526 1.4669
H 1.7540 0.8875 1.8321
O -1.1375 0.1253 2.1822
H -0.7189 0.0667 1.2909
H -2.0646 0.2183 1.9262
O 0.1099 -0.1414 -0.2169
H 0.2683 -1.0900 -0.3045
H 2.0356 0.0531 0.6492
O 1.7286 0.0703 -2.3865
H 1.1880 0.7207 -2.8462
H 1.2732 0.0539 -1.5012
O -2.5372 -0.6702 -0.4825
H -2.8154 -0.1320 -1.2282
H -1.5541 -0.5150 -0.3815
*
```

Results of the Löwdin charge analysis, in e, for atoms 1 through 5: -0.101, 0.018, -0.128, -0.044, 0.004

Density functional theory data (wB97M-V/def2-TZVPD) for HI3P2 in the gas phase.

Calculated values
Relative energy (zero: lowest compared OMol25 entry of this formula, charge and spin) in kcal/mol: 10.18
Structure (SMILES): I[PH]#P(I)I
HOMO level in eV: -9.2

ORCA input file:
```
! RIJCOSX wB97M-V def2-TZVPD def2/J DEFGRID3
* xyz 0 1
I -2.6326 0.5931 -0.6330
P -0.4838 -0.0407 -1.5370
P -0.5612 -2.1002 -1.1176
I -1.8953 -2.6835 -3.1718
I 1.7783 -2.5719 -1.6187
H -0.1288 -0.0518 -0.0863
*
```

Results of the Löwdin charge analysis, in e, for atoms 1 through 5: 0.273, -0.119, -0.437, 0.180, 0.262

Density functional theory data (wB97M-V/def2-TZVPD) for 3 unconnected molecules or ions with the total composition HIN3P.

Calculated values
Relative energy (zero: lowest compared OMol25 entry of this formula, charge and spin) in kcal/mol: 35.52
Structure (SMILES): N#N.N#P.I
HOMO level in eV: -9.7

ORCA input file:
```
! RIJCOSX wB97M-V def2-TZVPD def2/J DEFGRID3
* xyz 0 1
N -0.9483 -0.9652 1.3696
N -1.8808 -0.8836 0.7577
N -0.4145 1.7634 -0.1185
P -1.6123 1.3226 -0.8740
I 2.0812 -0.8680 0.1096
H 2.7748 -0.3692 -1.2444
*
```

Results of the Löwdin charge analysis, in e, for atoms 1 through 5: -0.015, -0.052, -0.539, 0.595, 0.363

Density functional theory data (wB97M-V/def2-TZVPD) for 2 unconnected molecules or ions with the total composition HIN4.

Calculated values
Relative energy (zero: lowest compared OMol25 entry of this formula, charge and spin) in kcal/mol: 13.47
Structure (SMILES): [H]/N=N\I.N#N
HOMO level (alpha / beta) in eV: -9.1 / -9.1

ORCA input file:
```
! RIJCOSX wB97M-V def2-TZVPD def2/J DEFGRID3
* xyz 0 1
H 0.8142 0.8412 -1.2995
N -0.0681 1.2849 -0.8228
N -0.4630 1.0941 0.2146
I 1.2420 0.1952 1.5640
N -1.0000 -1.1983 0.2116
N -0.5250 -2.2171 0.1321
*
```

Results of the Löwdin charge analysis, in e, for atoms 1 through 5: 0.119, -0.060, -0.312, 0.292, -0.081

Density functional theory data (wB97M-V/def2-TZVPD) for HIOS in the gas phase.

Calculated values
Relative energy (zero: lowest compared OMol25 entry of this formula, charge and spin) in kcal/mol: 42.98
HOMO level in eV: -8.4

ORCA input file:
```
! RIJCOSX wB97M-V def2-TZVPD def2/J DEFGRID3
* xyz 0 1
O 0.4915 0.1150 -0.9716
S -0.1123 -1.1264 2.0276
I -0.9606 0.0493 0.2523
H 0.5814 0.9621 -1.3084
*
```

Calculated atomic charges, method Löwdin, unit e: -0.651, -0.302, 1.009, -0.056

Density functional theory data (wB97M-V/def2-TZVPD) for HIP2S in the gas phase.

Calculated values
Relative energy (zero: lowest compared OMol25 entry of this formula, charge and spin) in kcal/mol: 6.52
Structure (SMILES): IP1#S#[PH]1
HOMO level in eV: -8.9

ORCA input file:
```
! RIJCOSX wB97M-V def2-TZVPD def2/J DEFGRID3
* xyz 0 1
I -2.4584 -1.0621 -0.2298
P -0.3910 -0.1834 0.7718
S -0.0556 1.5784 0.0887
P 1.0271 -0.0833 -0.8473
H 1.8778 -0.2497 0.2166
*
```

Calculated atomic charges, method Löwdin, unit e: 0.191, -0.339, 0.034, 0.324, -0.209

Density functional theory data (wB97M-V/def2-TZVPD) for a molecular structure, HIrO2S.

Calculated values
Expectation value of S²: 6.01
HOMO level (alpha / beta) in eV: -21.6 / -23.9

ORCA input file:
```
! RIJCOSX wB97M-V def2-TZVPD def2/J DEFGRID3
* xyz 2 5
S 0.7783 0.6088 -0.3983
O -0.7093 0.5727 -0.2871
Ir -2.1534 -0.6686 -0.1505
O 1.4174 -0.6040 0.0784
H -3.1096 0.1858 -1.2022
*
```

Calculated atomic charges, method Löwdin, unit e: 1.217, -0.691, 1.659, -0.223, 0.039

Density functional theory data (wB97M-V/def2-TZVPD) for a gas-phase ion, HN2O2S (charge -1).

Calculated values
Relative energy (zero: lowest compared OMol25 entry of this formula, charge and spin) in kcal/mol: 8.13
HOMO level in eV: -3.2

ORCA input file:
```
! RIJCOSX wB97M-V def2-TZVPD def2/J DEFGRID3
* xyz -1 1
N -1.4583 0.5576 0.1858
N -2.7227 0.0249 -0.0073
O -2.9083 -1.2369 -0.1013
O -3.5794 0.9451 -0.0916
S -0.3515 -0.7565 -0.0302
H -1.1757 -1.5104 -0.6542
*
```

Results of the Löwdin charge analysis, in e, for atoms 1 through 5: -0.385, -0.602, -0.203, -0.136, 0.552

For the records above, the corresponding M values read 329.58 521.70 72.06 72.06 72.06 72.06 72.06 72.06 72.06 72.06 120.41 73.07 89.07 443.67 200.91 183.94 175.98 221.93 257.29 93.09 g mol⁻¹.